Record 1
{
  "formula": "C2H11N4",
  "method": "ωB97M-V/def2-TZVPD",
  "homo_ev": -13.47,
  "homo_lumo_gap_ev": 10.33,
  "charge": 1,
  "total_energy_ha": -301.4967,
  "symbols": ["H", "C", "H", "N", "H", "H", "N", "H", "N", "C", "H", "H", "H", "H", "N", "H", "H"],
  "coordinates": [[2.80, 0.04, -0.22], [0.86, -0.14, -0.29], [0.67, -0.03, -1.32], [-1.60, -0.58, -0.05], [-1.84, -0.70, -1.00], [-1.01, 2.26, 0.74], [-0.69, 1.71, -0.06], [-1.28, 0.69, -0.06], [2.17, -0.65, 0.03], [-0.35, -1.25, 0.30], [-0.34, -2.30, 0.02], [2.28, -1.56, -0.49], [-0.17, -1.01, 1.41], [-2.29, -1.06, 0.44], [0.58, 1.21, 0.28], [0.78, 1.10, 1.28], [-0.56, 2.27, -1.01]]
}

Record 2
{
  "formula": "C2H11N5O",
  "method": "ωB97M-V/def2-TZVPD",
  "homo_ev": [-7.67, -7.68],
  "homo_lumo_gap_ev": [7.86, 7.86],
  "total_energy_ha": -431.6323,
  "symbols": ["H", "C", "N", "N", "H", "H", "N", "O", "H", "N", "H", "H", "N", "H", "H", "H", "H", "H", "C"],
  "coordinates": [[-0.78, 2.29, 0.47], [-0.89, 1.76, 1.43], [-0.65, -0.64, -2.43], [0.21, 0.82, 1.67], [-1.20, -2.41, 0.06], [-1.81, 1.19, 1.37], [-0.20, -2.30, -0.02], [-0.72, -0.19, -1.02], [0.15, -0.12, -2.80], [1.42, 1.21, 1.37], [1.74, 0.22, 0.14], [0.13, -2.91, -0.76], [1.48, -0.68, -0.46], [1.39, 2.11, 0.84], [-0.04, -0.22, 1.02], [-1.49, -0.21, -2.82], [-0.94, 2.45, 2.27], [2.05, -1.42, -0.07], [0.15, -0.95, -0.25]]
}

Record 3
{
  "formula": "C2H11NO2",
  "method": "ωB97M-V/def2-TZVPD",
  "homo_ev": [-13.83, -13.83],
  "multiplicity": 2,
  "homo_lumo_gap_ev": [10.28, 4.88],
  "charge": 1,
  "total_energy_ha": -287.6506,
  "s_squared": 0.7547,
  "symbols": ["H", "H", "H", "N", "C", "H", "H", "H", "H", "C", "O", "H", "H", "O", "H", "H"],
  "coordinates": [[1.08, -1.73, 2.47], [-2.85, -1.03, -0.88], [3.02, 0.39, 1.20], [1.49, -0.23, -0.01], [2.01, -1.64, 1.93], [2.78, -1.64, 2.75], [1.28, 0.36, 1.94], [0.54, -0.46, 0.13], [1.95, -0.90, -0.57], [2.04, -0.13, 1.28], [-2.24, 2.92, -1.12], [-3.06, -1.20, -2.32], [-3.07, 3.08, -1.49], [-2.37, -0.94, -1.67], [-1.76, 2.06, -1.49], [2.27, -2.57, 1.41]]
}

Record 4
{
  "formula": "C2H11NO3",
  "method": "ωB97M-V/def2-TZVPD",
  "homo_ev": -8.67,
  "homo_lumo_gap_ev": 9.11,
  "total_energy_ha": -363.2343,
  "symbols": ["H", "O", "H", "C", "H", "H", "H", "N", "O", "H", "C", "O", "H", "H", "H", "H", "H"],
  "coordinates": [[1.97, -1.50, 1.59], [-0.18, 0.39, 1.75], [1.49, -0.23, 1.18], [-1.29, 0.20, 0.84], [-0.44, 0.63, 2.63], [1.47, -1.47, -0.86], [2.56, -0.53, -1.49], [-0.86, 0.49, -1.65], [1.86, -1.16, -1.69], [-0.25, 1.84, -0.15], [-1.07, 1.15, -0.37], [1.96, -1.00, 0.76], [-1.61, 0.03, -2.17], [-1.41, -0.85, 0.61], [-0.03, -0.08, -1.76], [-1.95, 1.77, -0.56], [-2.23, 0.31, 1.36]]
}

Record 5
{
  "formula": "C2H11NO3",
  "method": "ωB97M-V/def2-TZVPD",
  "homo_ev": [-13.17, -13.17],
  "multiplicity": 2,
  "homo_lumo_gap_ev": [6.40, 3.40],
  "charge": 1,
  "total_energy_ha": -362.8040,
  "s_squared": 0.7577,
  "symbols": ["H", "H", "H", "N", "H", "H", "C", "C", "H", "O", "H", "H", "O", "H", "O", "H", "H"],
  "coordinates": [[2.69, 0.23, 2.03], [1.51, 2.80, -0.69], [-0.78, 2.48, 0.80], [1.49, 0.82, 0.53], [2.26, 1.34, -1.35], [-1.87, -0.57, -0.82], [2.49, 0.97, 1.32], [1.44, 1.66, -0.73], [0.60, 1.42, -1.30], [-1.02, -0.18, -1.30], [2.83, 1.93, 1.58], [-0.66, 0.02, -0.34], [-3.00, -6.21, 0.07], [-2.82, -6.89, 0.77], [-1.21, 3.34, 0.58], [-0.92, 3.24, -0.31], [-3.03, -6.39, -0.85]]
}

Record 6
{
  "formula": "C2H11NO4",
  "method": "ωB97M-V/def2-TZVPD",
  "homo_ev": [-14.36, -14.35],
  "multiplicity": 2,
  "homo_lumo_gap_ev": [9.32, 4.62],
  "charge": 1,
  "total_energy_ha": -438.1303,
  "s_squared": 0.7648,
  "symbols": ["H", "O", "H", "H", "H", "O", "H", "H", "C", "O", "H", "C", "H", "H", "H", "O", "H", "N"],
  "coordinates": [[1.39, 2.41, -0.56], [-2.51, -0.93, 0.63], [-1.06, 2.85, -0.19], [-1.77, -0.55, 0.16], [-2.02, -2.95, 3.70], [-1.39, -2.71, 3.01], [0.49, 0.94, -2.93], [-0.84, 1.38, 0.41], [1.13, 1.06, -2.05], [2.27, 0.71, -2.06], [-1.38, 1.40, -1.29], [-0.71, 1.88, -0.58], [0.81, -0.78, -0.01], [-2.11, -1.55, 1.25], [-0.85, -1.96, 3.28], [1.39, -0.98, 0.74], [2.20, -0.67, 0.29], [0.62, 1.89, -1.01]]
}

Record 7
{
  "formula": "C2H11O3S",
  "method": "ωB97M-V/def2-TZVPD",
  "homo_ev": -3.34,
  "homo_lumo_gap_ev": 7.16,
  "charge": -1,
  "total_energy_ha": -706.7598,
  "symbols": ["O", "H", "H", "H", "H", "H", "C", "H", "S", "O", "H", "O", "H", "C", "H", "H", "H"],
  "coordinates": [[0.07, -1.55, 3.26], [-0.26, 0.88, 0.91], [-0.93, 2.78, -2.81], [-0.74, -1.60, -1.42], [1.59, -0.39, 0.03], [0.05, -0.69, 2.76], [0.14, -1.71, -0.77], [-1.08, 3.47, -1.55], [0.21, 1.09, -1.18], [-0.99, 3.69, -2.49], [-1.43, 0.95, 1.92], [-0.48, 0.77, 1.87], [0.61, -2.67, -0.97], [1.05, -0.50, -0.92], [-0.28, -1.72, 0.24], [1.81, -0.67, -1.68], [0.67, -2.13, 2.79]]
}

Record 8
{
  "formula": "C2H12BBeF6NO8S2",
  "method": "ωB97M-V/def2-TZVPD",
  "homo_ev": -10.01,
  "homo_lumo_gap_ev": 7.63,
  "total_energy_ha": -2174.9831,
  "symbols": ["S", "F", "H", "O", "H", "Be", "C", "F", "H", "F", "H", "F", "O", "H", "H", "O", "C", "B", "H", "O", "O", "H", "F", "O", "N", "H", "O", "S", "O", "H", "F", "H", "H"],
  "coordinates": [[17.15, -5.03, -27.22], [19.57, -5.91, -23.18], [20.37, -0.85, -24.82], [20.45, -4.07, -25.56], [20.96, -2.88, -27.92], [18.69, -1.67, -26.41], [18.67, -5.47, -24.02], [17.64, -6.31, -24.00], [16.09, -0.75, -24.39], [14.99, -3.96, -26.08], [18.89, 1.45, -26.95], [18.31, -4.37, -23.50], [16.56, -0.83, -25.22], [18.40, -2.32, -29.72], [18.51, -0.85, -29.35], [20.73, -2.01, -27.61], [15.49, -4.09, -27.29], [19.90, 0.07, -24.50], [20.65, 0.63, -23.97], [17.63, -5.16, -28.58], [18.18, -1.69, -29.03], [21.56, -1.53, -27.61], [15.61, -3.01, -28.02], [19.79, -6.22, -26.38], [17.99, -4.01, -26.41], [15.88, -0.80, -25.89], [18.57, 0.74, -27.50], [19.33, -4.95, -25.74], [16.78, -6.28, -26.58], [19.03, -0.09, -23.89], [14.56, -4.84, -27.89], [19.54, 0.67, -25.32], [18.61, 1.09, -28.39]]
}

What did we get for F_max? Answer: 4.82; 1.74; 4.83; 2.67; 5.56; 2.03; 0.77; 5.44 eV/A, in the order shown.
What did we get for molecular weight? Answer: 91.1; 121.1; 81.1; 97.1; 97.1; 113.1; 115.2; 376.1 g mol⁻¹, in the order shown.
What did we get for energy relative to the best compared isomer or geometry (same formula, charge and spin)? Answer: 3.6726; 2.7875; 1.3371; 1.0903; 4.2559; 2.3330; 0.3827; 2.9737 eV, in the order shown.